15
Properties=species:S:1:pos:R:3:mulliken_charge:R:1 method="wB97M-V/def2-TZVPD" e_above_lowest_kcal_mol=175.8 total_charge=+1 orbital_gap_ev=5.65
O -1.17819 -1.93808 0.29726 -0.404
C -0.95185 -1.52228 1.63410 -0.146
C 0.11963 -0.42012 1.62620 -0.283
N 0.59702 -0.20717 0.29033 -0.155
C 0.44005 1.87354 -2.45276 -0.732
H -0.60079 -1.30489 -0.27502 0.381
H -1.86774 -1.02645 2.04947 0.265
H -0.55537 -2.41630 2.21868 0.309
H 1.03818 -0.65158 2.27235 0.356
H -0.22133 0.68669 1.94816 0.326
H 1.44754 -0.69101 0.07216 0.320
H 0.18231 0.95341 -1.94441 -0.027
H 0.58080 1.84982 -3.49651 0.295
H 1.37798 2.29980 -2.00416 0.230
H -0.40825 2.51461 -2.23586 0.266